The following is a quantum chemistry calculation of a molecular structure, C24H66AgFeN8O12 at a distorted geometry, from the OMol25 dataset.

Each line ends with the Mulliken charge.
Element x y z (Å)
Ag (0.7118, -3.2864, -1.2477)  0.634
Fe (-3.3530, 0.1534, 1.8117)  0.510
N (-0.2507, -0.3438, 0.6756)  -0.579
O (-1.4359, 0.0099, 0.9843)  0.959
O (-0.0982, -1.4522, 0.1787)  -0.050
O (0.6559, 0.4680, 0.7880)  -0.309
N (-2.5415, -2.8071, -2.5378)  0.714
O (-1.4361, -2.7326, -1.8948)  -0.342
O (-3.0564, -1.7776, -2.9433)  -0.622
O (-3.0789, -3.9167, -2.6414)  -0.636
C (4.3243, 2.0425, 0.0866)  -1.218
C (4.5945, 0.6657, 0.6775)  0.286
C (4.8754, 0.7354, 2.1567)  -0.670
O (4.9766, -0.5538, 2.6818)  -0.246
C (5.9202, -0.6913, 3.6923)  -0.786
N (3.3967, -0.1811, 0.3886)  -0.034
H (3.4231, 2.4554, 0.5535)  0.204
H (4.0136, 1.9476, -0.9596)  0.145
H (5.1900, 2.6991, 0.0864)  0.498
H (5.4474, 0.2583, 0.1288)  0.334
H (4.1361, 1.3777, 2.6623)  0.063
H (5.8165, 1.2986, 2.2707)  0.494
H (6.0955, -1.7456, 3.9051)  0.235
H (5.5433, -0.3019, 4.6484)  0.304
H (6.8594, -0.2017, 3.4325)  0.339
H (3.3958, -0.8757, 1.1416)  0.117
H (2.5336, 0.3310, 0.5906)  -0.002
C (0.5926, 3.6923, -1.4776)  -1.628
C (-0.8753, 3.7617, -1.0581)  0.649
C (-1.6646, 4.6843, -1.9426)  -0.920
O (-1.1855, 5.9844, -1.7349)  -0.342
C (-1.2996, 6.8169, -2.8667)  -0.753
N (-1.5067, 2.4302, -1.0732)  0.259
H (1.1553, 2.9736, -0.8745)  0.162
H (1.0927, 4.6531, -1.3728)  0.421
H (0.6393, 3.3190, -2.5061)  0.396
H (-0.8862, 4.1433, -0.0310)  0.086
H (-2.7427, 4.6732, -1.7247)  0.317
H (-1.5752, 4.4343, -3.0112)  0.479
H (-0.8841, 7.7841, -2.6049)  0.259
H (-2.3539, 7.0071, -3.1290)  0.304
H (-0.8549, 6.3470, -3.7489)  0.336
H (-1.1410, 1.8571, -0.3262)  -0.472
H (-1.4932, 2.0501, -2.0089)  0.255
C (-2.8970, 3.2796, 4.7082)  -1.658
C (-2.5171, 2.5850, 3.4005)  0.481
C (-1.0869, 2.8442, 2.9891)  0.032
O (-0.2608, 2.1010, 3.8305)  -0.516
C (1.0867, 2.4675, 3.7555)  -0.763
N (-2.6583, 1.0737, 3.5953)  -0.404
H (-2.2933, 2.9948, 5.5707)  0.383
H (-3.9463, 3.0918, 4.9583)  0.455
H (-2.8143, 4.3642, 4.6115)  0.400
H (-3.1851, 2.9644, 2.6345)  -0.082
H (-0.8279, 3.9093, 3.0658)  0.720
H (-0.9173, 2.6184, 1.9239)  -0.278
H (1.6923, 1.8810, 4.4424)  0.323
H (1.2922, 3.5211, 4.0026)  0.388
H (1.5122, 2.3533, 2.7469)  0.164
H (-3.2914, 0.9336, 4.3840)  0.381
H (-1.7381, 0.8860, 4.0214)  0.334
C (3.0999, -0.4278, -3.7140)  -1.489
C (2.0819, -1.4153, -3.1567)  0.847
C (1.9451, -2.5818, -4.0890)  -1.004
O (0.8443, -3.3618, -3.5975)  -0.028
C (0.3503, -4.3234, -4.5254)  -0.924
N (2.4831, -1.8649, -1.8012)  0.154
H (2.9594, -0.1241, -4.7502)  0.446
H (4.0937, -0.9032, -3.7330)  0.425
H (3.2344, 0.4399, -3.0675)  0.233
H (1.1109, -0.9209, -3.0809)  -0.001
H (2.8063, -3.2570, -4.1567)  0.396
H (1.6943, -2.1969, -5.0821)  0.447
H (1.1346, -5.0324, -4.8147)  0.349
H (0.0190, -3.8442, -5.4512)  0.323
H (-0.4910, -4.8267, -4.0582)  0.221
H (3.4954, -2.0073, -1.8039)  0.284
H (2.4287, -1.0343, -1.1783)  -0.054
C (-1.1283, -5.6505, 1.9406)  -1.534
C (-0.3507, -4.6032, 1.1384)  1.120
C (1.1118, -4.6460, 1.4731)  -1.188
O (1.8411, -3.6877, 0.7583)  0.186
C (3.2418, -3.9743, 0.7203)  -0.786
N (-0.4622, -4.9010, -0.3123)  -0.440
H (-0.9578, -5.6548, 3.0151)  0.408
H (-0.9440, -6.6668, 1.5742)  0.392
H (-2.1993, -5.5134, 1.7603)  0.398
H (-0.8079, -3.6377, 1.3511)  -0.324
H (1.4525, -5.6623, 1.1915)  0.482
H (1.3278, -4.6847, 2.5464)  0.444
H (3.6134, -4.0945, 1.7427)  0.348
H (3.7052, -3.1105, 0.2623)  0.114
H (3.4695, -4.9174, 0.2164)  0.328
H (-0.0514, -5.8281, -0.4445)  0.317
H (-1.4397, -5.0226, -0.5857)  0.273
C (-5.1136, 2.1358, -1.6334)  -1.502
C (-4.8209, 1.1346, -0.5231)  -0.106
C (-4.1347, -0.1178, -0.9802)  -0.536
O (-4.0108, -0.9623, 0.2007)  -0.405
C (-3.7416, -2.3582, -0.0659)  -0.525
N (-3.9131, 1.7993, 0.5131)  0.005
H (-4.2205, 2.2746, -2.2434)  0.296
H (-5.4040, 3.1015, -1.2212)  0.442
H (-5.9247, 1.7994, -2.2794)  0.449
H (-5.7500, 0.9027, 0.0040)  0.417
H (-3.1206, 0.0532, -1.3484)  0.201
H (-4.7288, -0.6421, -1.7294)  0.763
H (-4.1658, -2.6205, -1.0308)  0.406
H (-4.0687, -3.0116, 0.7409)  0.370
H (-2.6486, -2.4551, -0.0949)  -0.169
H (-4.5736, 2.4708, 0.9085)  0.335
H (-3.1974, 2.3777, 0.0282)  -0.115

Calculated values
**Kohn-Sham gap (alpha / beta)**: 8.4 / 5.4 eV
**Net charge**: +2
**⟨S²⟩**: 8.76
**HOMO (alpha / beta)**: -13.447 / -13.404 eV
**Spin multiplicity**: 6